Formula: C29H31As2F6GeNO4S2Zr
Source: the OMol25 dataset
Level of theory: ωB97M-V/def2-TZVPD

Element x y z (Å)
Zr (-0.280, -0.338, -0.533)
F (0.496, -1.807, 2.870)
C (1.425, -0.860, 2.891)
F (2.540, -1.312, 2.348)
F (1.627, -0.439, 4.111)
S (0.809, 0.603, 1.858)
O (-0.625, 0.171, 1.499)
O (0.870, 1.792, 2.627)
N (1.529, 0.502, 0.474)
S (1.857, -2.053, -0.997)
O (0.659, -2.238, -0.029)
O (1.269, -0.951, -1.911)
C (1.548, -3.531, -2.116)
F (1.829, -4.624, -1.442)
F (2.300, -3.411, -3.184)
F (0.259, -3.514, -2.452)
C (1.484, 3.610, 0.229)
As (1.212, 2.155, -0.994)
C (2.895, 1.785, -1.838)
C (0.041, 2.780, -2.453)
C (0.671, 3.388, -3.535)
C (-0.096, 3.867, -4.590)
C (-1.475, 3.722, -4.570)
C (-2.100, 3.112, -3.489)
C (-1.346, 2.639, -2.420)
As (-2.174, 1.835, -0.866)
C (-2.179, 3.237, 0.482)
C (-4.025, 1.582, -1.353)
H (1.624, 4.504, -0.379)
H (2.380, 3.393, 0.807)
H (0.635, 3.737, 0.894)
H (3.390, 2.730, -2.061)
H (2.733, 1.220, -2.752)
H (3.495, 1.221, -1.129)
H (1.747, 3.499, -3.572)
H (0.392, 4.347, -5.428)
H (-2.069, 4.090, -5.395)
H (-3.179, 3.021, -3.483)
H (-1.782, 4.155, 0.050)
H (-1.586, 2.927, 1.340)
H (-3.204, 3.420, 0.802)
H (-4.501, 2.551, -1.493)
H (-4.533, 1.046, -0.554)
H (-4.080, 0.999, -2.272)
C (-1.775, -4.333, 0.289)
Ge (-2.416, -2.527, 0.340)
C (-3.070, -1.786, 1.934)
C (-3.175, -2.691, 3.002)
C (-3.774, -2.284, 4.183)
C (-4.237, -0.980, 4.305)
C (-4.112, -0.072, 3.253)
C (-3.530, -0.470, 2.068)
C (-2.753, -1.747, -1.482)
C (-2.058, -1.168, -2.528)
C (-2.535, -1.168, -3.852)
C (-3.736, -1.753, -4.137)
C (-4.521, -2.318, -3.112)
C (-5.768, -2.913, -3.420)
C (-6.544, -3.469, -2.439)
C (-6.111, -3.427, -1.104)
C (-4.912, -2.843, -0.775)
C (-4.063, -2.287, -1.765)
H (-2.649, -4.985, 0.224)
H (-1.215, -4.571, 1.192)
H (-1.160, -4.478, -0.594)
H (-2.802, -3.705, 2.915)
H (-3.873, -2.977, 5.008)
H (-4.700, -0.662, 5.230)
H (-4.475, 0.940, 3.371)
H (-3.431, 0.232, 1.250)
H (-1.042, -0.755, -2.532)
H (-1.927, -0.721, -4.627)
H (-4.105, -1.794, -5.154)
H (-6.092, -2.919, -4.452)
H (-7.494, -3.927, -2.674)
H (-6.741, -3.840, -0.328)
H (-4.688, -2.775, 0.288)

- Strongest force on any atom: 0.032 hartree/bohr
- ⟨S²⟩: 0.7571
- Charge: +3
- HOMO energy (alpha / beta): -16.5 / -16.7 eV
- Energy above the lowest of the compared OMol25 structures with the same formula, charge and spin: 56.77 kcal per mole
- Multiplicity: 2

Atomic partial charges in e from the Mulliken method, atoms 1 to 5:
1 Zr 0.361
2 F -0.148
3 C 0.550
4 F -0.209
5 F -0.170


Formula: C5H5N3
Source: the OMol25 dataset
Level of theory: ωB97M-V/def2-TZVPD

Element x y z (Å)
C (-1.461, 1.012, -1.068)
C (-0.322, -0.534, -0.515)
C (0.373, -1.507, 0.318)
C (1.453, 0.316, 1.251)
C (-0.145, 0.778, -0.264)
H (-1.501, 1.829, -1.873)
H (-2.208, 1.181, -0.209)
H (-2.252, -1.117, -1.522)
H (0.505, -2.572, 0.373)
H (2.159, 0.689, 1.977)
N (-1.407, -0.404, -1.407)
N (1.304, -0.980, 1.158)
N (0.663, 1.328, 0.666)

- Strongest force on any atom: 0.108 hartree/bohr
- Charge: 0
- HOMO energy: -8.7 eV
- Energy above the lowest of the compared OMol25 structures with the same formula, charge and spin: 45.36 kcal per mole

Atomic partial charges in e from the natural (NBO) method, atoms 1 to 5:
1 C -0.236
2 C 0.075
3 C -0.002
4 C 0.209
5 C 0.174


Formula: C43H95ClFNO19P4S2
Source: the OMol25 dataset
Level of theory: ωB97M-V/def2-TZVPD

Element x y z (Å)
C (-0.551, -4.493, 1.051)
C (-0.136, -5.897, 0.485)
C (-0.327, -5.999, -1.056)
C (0.987, -5.754, -1.867)
C (0.895, -4.486, -2.781)
C (2.250, -3.812, -3.138)
C (2.188, -3.614, -4.699)
F (2.070, -4.873, -5.300)
C (1.039, -2.750, -5.239)
C (1.032, -2.916, -6.801)
C (3.562, -4.661, -3.009)
O (3.729, -5.831, -3.022)
N (4.747, -3.807, -2.919)
C (4.186, -2.430, -2.757)
C (5.295, -1.561, -2.070)
S (4.878, -0.576, -0.598)
C (4.532, 1.147, -1.102)
C (3.314, 1.696, -0.282)
C (2.722, -2.561, -2.260)
C (2.070, -1.169, -2.585)
C (0.542, -1.110, -2.362)
C (-0.041, 0.289, -2.703)
Cl (-0.206, 0.598, -4.469)
C (2.381, -2.780, -0.748)
S (3.584, -3.733, 0.231)
O (3.942, -2.906, 1.365)
O (3.035, -4.981, 0.716)
H (0.169, -4.105, 1.786)
H (-0.694, -3.821, 0.187)
H (-1.523, -4.549, 1.569)
H (0.871, -6.201, 0.797)
H (-0.831, -6.635, 0.931)
H (-1.148, -5.323, -1.353)
H (-0.671, -7.027, -1.267)
H (1.064, -6.609, -2.563)
H (1.891, -5.798, -1.249)
H (0.282, -3.768, -2.205)
H (0.291, -4.777, -3.647)
H (3.119, -3.191, -5.124)
H (0.038, -3.046, -4.896)
H (1.149, -1.675, -5.063)
H (2.083, -2.909, -7.147)
H (0.559, -2.050, -7.291)
H (0.556, -3.847, -7.126)
H (5.056, -3.827, -3.896)
H (4.080, -1.944, -3.746)
H (6.147, -2.211, -1.813)
H (5.696, -0.863, -2.827)
H (5.413, 1.784, -0.933)
H (4.264, 1.218, -2.167)
H (3.567, 2.584, 0.313)
H (2.978, 0.908, 0.415)
H (2.451, 1.920, -0.932)
H (2.486, -0.388, -1.923)
H (2.316, -0.821, -3.603)
H (-0.029, -1.825, -2.967)
H (0.252, -1.278, -1.308)
H (-1.063, 0.282, -2.292)
H (0.509, 1.089, -2.186)
H (1.392, -3.217, -0.554)
H (2.363, -1.782, -0.287)
H (4.741, -3.983, -0.459)
O (-2.452, 0.424, 1.057)
P (-3.370, 1.124, 2.022)
O (-4.530, -0.029, 2.210)
C (-4.116, -1.333, 2.622)
C (-3.777, -1.375, 4.101)
O (-4.083, 2.155, 0.946)
C (-3.339, 2.584, -0.198)
C (-3.750, 1.777, -1.415)
O (-3.921, 2.060, 3.264)
C (-5.317, 2.355, 3.410)
C (-5.978, 1.471, 4.450)
H (-3.265, -1.672, 2.026)
H (-4.942, -2.016, 2.414)
H (-3.097, -0.565, 4.379)
H (-3.314, -2.329, 4.360)
H (-4.677, -1.263, 4.707)
H (-2.268, 2.507, -0.014)
H (-3.555, 3.641, -0.362)
H (-3.857, 0.715, -1.191)
H (-3.018, 1.893, -2.219)
H (-4.719, 2.116, -1.788)
H (-5.849, 2.304, 2.463)
H (-5.361, 3.391, 3.750)
H (-6.253, 0.505, 4.028)
H (-6.900, 1.933, 4.811)
H (-5.313, 1.286, 5.294)
O (5.641, 3.862, 1.955)
P (6.203, 5.092, 2.615)
O (7.264, 4.370, 3.652)
C (8.256, 3.496, 3.117)
C (9.383, 4.262, 2.444)
O (4.910, 5.358, 3.604)
C (3.604, 5.007, 3.118)
C (3.176, 3.640, 3.606)
O (6.768, 6.612, 2.921)
C (7.013, 7.058, 4.263)
C (8.482, 6.984, 4.628)
H (7.806, 2.789, 2.417)
H (8.651, 2.913, 3.950)
H (8.996, 5.005, 1.741)
H (10.042, 3.579, 1.908)
H (9.981, 4.797, 3.183)
H (3.578, 5.035, 2.029)
H (2.916, 5.776, 3.473)
H (3.986, 2.914, 3.540)
H (2.329, 3.279, 3.018)
H (2.875, 3.670, 4.655)
H (6.405, 6.526, 4.991)
H (6.698, 8.104, 4.283)
H (8.760, 5.978, 4.940)
H (8.700, 7.648, 5.467)
H (9.116, 7.253, 3.782)
O (-1.555, 5.963, -0.739)
P (-1.671, 7.255, -1.523)
O (-0.079, 7.331, -1.983)
C (0.476, 6.239, -2.711)
C (0.022, 6.233, -4.162)
O (-1.646, 8.267, -0.217)
C (-2.250, 7.859, 1.015)
C (-1.196, 7.357, 1.985)
O (-2.068, 8.534, -2.496)
C (-1.264, 9.723, -2.539)
C (-0.346, 9.748, -3.746)
H (0.222, 5.291, -2.231)
H (1.561, 6.340, -2.663)
H (-1.064, 6.335, -4.241)
H (0.327, 5.308, -4.654)
H (0.465, 7.067, -4.707)
H (-3.013, 7.101, 0.838)
H (-2.756, 8.729, 1.436)
H (-0.462, 6.715, 1.498)
H (-1.656, 6.801, 2.805)
H (-0.644, 8.196, 2.414)
H (-0.700, 9.871, -1.621)
H (-1.972, 10.550, -2.621)
H (0.560, 9.173, -3.563)
H (-0.035, 10.771, -3.966)
H (-0.834, 9.323, -4.624)
O (-5.159, -5.702, 2.255)
P (-6.257, -6.659, 1.881)
O (-5.376, -7.873, 1.200)
C (-4.322, -8.462, 1.959)
C (-4.851, -9.401, 3.030)
O (-6.807, -5.860, 0.544)
C (-6.689, -4.437, 0.470)
C (-5.487, -4.050, -0.371)
O (-7.657, -7.531, 1.921)
C (-8.092, -8.293, 0.785)
C (-7.762, -9.766, 0.930)
H (-3.695, -7.688, 2.408)
H (-3.693, -9.015, 1.259)
H (-5.637, -8.927, 3.624)
H (-4.045, -9.713, 3.697)
H (-5.281, -10.296, 2.580)
H (-6.626, -4.003, 1.468)
H (-7.602, -4.052, 0.013)
H (-4.612, -4.661, -0.149)
H (-5.227, -3.000, -0.215)
H (-5.703, -4.189, -1.432)
H (-7.700, -7.898, -0.150)
H (-9.177, -8.177, 0.755)
H (-6.733, -9.969, 0.639)
H (-8.400, -10.365, 0.276)
H (-7.887, -10.102, 1.960)

- SMILES string: CCCCC[C@]1([C@@H](F)CC)C(=O)N[C@H](CSCC)[C@]1(CCCCl)C[SH](=O)=O.CCOP(=O)(OCC)OCC.CCOP(=O)(OCC)OCC.CCOP(=O)(OCC)OCC.CCOP(=O)(OCC)OCC
- Strongest force on any atom: 0.169 hartree/bohr
- Charge: 0
- HOMO energy: -8.6 eV

Atomic partial charges in e from the Mulliken method, atoms 1 to 5:
1 C -0.830
2 C -0.281
3 C -1.243
4 C -0.768
5 C -1.378


Formula: C5H16O3
Source: the OMol25 dataset
Level of theory: ωB97M-V/def2-TZVPD

Element x y z (Å)
C (-2.090, -0.027, 0.423)
C (-2.395, 1.454, 0.751)
C (-1.130, 2.248, 0.753)
C (-0.154, 1.873, 1.576)
C (-1.076, 3.117, -0.530)
H (-1.515, -0.105, -0.434)
H (-1.593, -0.698, 1.096)
H (-3.013, -0.551, 0.274)
H (-3.137, 1.640, 0.066)
H (-2.982, 1.410, 1.791)
H (0.787, 2.384, 1.487)
H (-0.171, 1.013, 2.230)
H (-0.113, 3.677, -0.633)
H (-1.239, 2.298, -1.416)
H (-1.796, 3.893, -0.671)
H (-0.799, 1.905, 3.981)
H (-1.465, 0.790, 4.809)
O (-1.655, 1.654, 4.410)
H (3.381, -5.312, -2.465)
H (2.226, -5.113, -1.354)
O (3.084, -5.520, -1.557)
H (3.285, -3.128, -4.762)
H (4.251, -2.010, -4.882)
O (4.192, -2.894, -4.972)

- SMILES string: C=C(C)CC.O.O.O
- Strongest force on any atom: 0.102 hartree/bohr
- Charge: 0
- HOMO energy: -9.4 eV
- Energy above the lowest of the compared OMol25 structures with the same formula, charge and spin: 47.31 kcal per mole

Atomic partial charges in e from the natural (NBO) method, atoms 1 to 5:
1 C -0.591
2 C -0.451
3 C 0.044
4 C -0.451
5 C -0.634


Formula: C21H18IIrN5S
Source: the OMol25 dataset
Level of theory: ωB97M-V/def2-TZVPD

Element x y z (Å)
Ir (-0.555, 0.784, -0.835)
C (-4.704, -0.986, -1.029)
C (-3.531, -0.282, -1.305)
N (-2.626, -0.007, -0.388)
C (-2.840, -0.359, 0.893)
C (-4.020, -1.047, 1.273)
C (-4.947, -1.377, 0.264)
C (-4.241, -1.336, 2.635)
C (-3.400, -0.807, 3.582)
C (-2.264, -0.086, 3.223)
C (-1.866, 0.028, 1.884)
N (-0.692, 0.497, 1.404)
C (0.444, 0.688, 2.114)
C (0.728, 0.232, 3.406)
C (1.916, 0.561, 4.056)
C (2.908, 1.266, 3.424)
C (2.759, 1.592, 2.062)
C (3.813, 2.111, 1.286)
C (3.621, 2.346, -0.050)
C (2.369, 2.075, -0.604)
N (1.371, 1.581, 0.099)
C (1.527, 1.326, 1.410)
H (-5.396, -1.204, -1.826)
H (-3.345, 0.091, -2.303)
H (-5.845, -1.917, 0.526)
H (-5.103, -1.924, 2.907)
H (-3.606, -0.948, 4.632)
H (-1.698, 0.393, 4.004)
H (0.050, -0.437, 3.906)
H (2.053, 0.232, 5.074)
H (3.829, 1.521, 3.925)
H (4.772, 2.273, 1.752)
H (4.416, 2.706, -0.680)
H (2.185, 2.253, -1.653)
S (0.555, -1.619, -1.176)
C (1.299, -1.356, -2.676)
N (0.675, -1.252, -3.845)
C (1.587, -0.991, -4.945)
C (2.963, -0.996, -4.247)
N (2.616, -1.267, -2.862)
H (-0.325, -1.285, -3.951)
H (1.361, -0.028, -5.411)
H (1.505, -1.769, -5.707)
H (3.463, -0.026, -4.321)
H (3.628, -1.767, -4.644)
H (3.294, -1.377, -2.129)
I (-0.701, 1.891, -3.155)

- Strongest force on any atom: 0.120 hartree/bohr
- Charge: +1
- HOMO energy (alpha / beta): -9.6 / -9.6 eV
- Energy above the lowest of the compared OMol25 structures with the same formula, charge and spin: 44.51 kcal per mole

Atomic partial charges in e from the natural (NBO) method, atoms 1 to 5:
1 Ir 0.945
2 C -0.268
3 C 0.087
4 N -0.479
5 C 0.200


Formula: C2H4N2O2
Source: the OMol25 dataset
Level of theory: ωB97M-V/def2-TZVPD

Element x y z (Å)
C (0.897, -0.105, 0.368)
N (-0.727, -1.718, -0.208)
C (0.107, 1.861, -0.243)
O (-0.263, -0.737, 0.785)
N (0.818, 1.238, 0.634)
O (1.825, -0.646, -0.214)
H (-1.737, -1.605, -0.118)
H (-0.485, -2.595, 0.252)
H (-0.384, 1.358, -1.099)
H (-0.051, 2.947, -0.158)

- SMILES string: C=NC(=O)ON
- Strongest force on any atom: 0.065 hartree/bohr
- Charge: 0
- HOMO energy: -10.4 eV
- Energy above the lowest of the compared OMol25 structures with the same formula, charge and spin: 86.06 kcal per mole

Atomic partial charges in e from the natural (NBO) method, atoms 1 to 5:
1 C 0.860
2 N -0.488
3 C 0.004
4 O -0.433
5 N -0.435


Formula: C52H44NOP2SeSrTe
Source: the OMol25 dataset
Level of theory: ωB97M-V/def2-TZVPD

Element x y z (Å)
Sr (-0.339, 2.561, 0.525)
C (5.223, 2.095, 5.128)
C (4.596, 0.719, 4.851)
C (5.178, -0.320, 5.826)
C (4.914, 0.292, 3.427)
C (6.231, 0.067, 3.025)
C (6.538, -0.357, 1.747)
C (5.523, -0.566, 0.822)
C (4.200, -0.335, 1.170)
P (2.754, -0.688, 0.109)
C (2.332, 1.024, -0.450)
C (2.811, 2.209, 0.115)
C (2.460, 3.451, -0.422)
C (1.640, 3.522, -1.545)
C (1.129, 2.349, -2.099)
C (1.453, 1.118, -1.539)
C (3.518, -1.275, -1.444)
C (4.301, -0.478, -2.282)
C (4.835, -1.001, -3.447)
C (4.594, -2.328, -3.788)
C (3.819, -3.127, -2.963)
C (3.280, -2.601, -1.796)
C (3.929, 0.090, 2.475)
O (2.598, 0.307, 2.736)
C (2.195, 0.572, 4.019)
C (0.806, 0.576, 4.202)
C (0.311, 0.853, 5.466)
C (1.183, 1.119, 6.515)
C (2.547, 1.082, 6.304)
C (3.091, 0.795, 5.050)
P (-0.238, 0.273, 2.736)
C (0.041, -1.491, 2.358)
C (-0.503, -2.001, 1.182)
C (-0.299, -3.326, 0.833)
C (0.464, -4.151, 1.649)
C (1.013, -3.646, 2.818)
C (0.802, -2.321, 3.174)
C (-1.915, 0.306, 3.447)
C (-2.632, 1.493, 3.358)
C (-3.899, 1.610, 3.904)
C (-4.465, 0.519, 4.546)
C (-3.762, -0.675, 4.638)
C (-2.493, -0.787, 4.088)
H (6.305, 2.058, 4.999)
H (5.018, 2.413, 6.151)
H (4.822, 2.848, 4.448)
H (6.260, -0.385, 5.722)
H (4.755, -1.307, 5.636)
H (4.961, -0.046, 6.859)
H (7.034, 0.216, 3.736)
H (7.568, -0.534, 1.469)
H (5.763, -0.920, -0.171)
H (3.486, 2.171, 0.961)
H (2.851, 4.360, 0.019)
H (1.411, 4.482, -1.989)
H (0.468, 2.388, -2.955)
H (1.038, 0.214, -1.972)
H (4.499, 0.554, -2.017)
H (5.443, -0.379, -4.091)
H (5.010, -2.735, -4.700)
H (3.627, -4.158, -3.229)
H (2.662, -3.220, -1.155)
H (-0.759, 0.857, 5.637)
H (0.793, 1.336, 7.500)
H (3.212, 1.271, 7.137)
H (-1.058, -1.349, 0.516)
H (-0.726, -3.709, -0.085)
H (0.631, -5.185, 1.375)
H (1.606, -4.285, 3.460)
H (1.234, -1.944, 4.093)
H (-2.173, 2.347, 2.872)
H (-4.456, 2.534, 3.814)
H (-5.463, 0.595, 4.955)
H (-4.206, -1.527, 5.136)
H (-1.953, -1.723, 4.156)
Se (-2.017, 0.849, -0.991)
C (-3.683, 0.867, -0.045)
C (-4.065, -0.242, 0.709)
C (-5.294, -0.234, 1.346)
N (-6.153, 0.784, 1.299)
C (-5.791, 1.830, 0.564)
C (-4.589, 1.916, -0.126)
H (-3.422, -1.107, 0.793)
H (-5.604, -1.094, 1.930)
H (-6.504, 2.647, 0.508)
H (-4.384, 2.782, -0.743)
C (-0.867, 5.159, 2.338)
Te (-2.577, 4.815, 1.062)
C (-1.199, 5.426, -0.483)
C (-0.054, 6.129, 0.187)
C (0.787, 6.976, -0.533)
C (1.792, 7.678, 0.112)
C (1.955, 7.554, 1.484)
C (1.110, 6.734, 2.211)
C (0.103, 6.018, 1.570)
H (-0.418, 4.211, 2.653)
H (-1.206, 5.638, 3.254)
H (-1.703, 6.113, -1.163)
H (-0.938, 4.564, -1.105)
H (0.642, 7.099, -1.600)
H (2.431, 8.342, -0.454)
H (2.727, 8.117, 1.992)
H (1.218, 6.660, 3.287)

- Strongest force on any atom: 0.014 hartree/bohr
- Charge: +1
- HOMO energy: -10.0 eV
- Energy above the lowest of the compared OMol25 structures with the same formula, charge and spin: 7.16 kcal per mole

Atomic partial charges in e from the Mulliken method, atoms 1 to 5:
1 Sr 0.863
2 C -1.735
3 C 1.485
4 C -1.845
5 C 0.595


Formula: C3H5N5O2
Source: the OMol25 dataset
Level of theory: ωB97M-V/def2-TZVPD

Element x y z (Å)
C (-0.917, 0.559, 0.455)
C (-1.730, -0.452, 0.020)
C (0.632, 0.068, 0.319)
H (-0.800, 2.717, 0.531)
H (-2.178, 1.906, -0.592)
H (-0.865, 0.652, 1.650)
H (-0.232, -1.640, 0.006)
H (1.316, 1.966, -0.114)
N (-0.958, 1.821, -0.255)
N (1.137, -1.047, 0.263)
N (2.470, -0.894, -0.217)
N (2.715, 0.292, -0.347)
N (1.550, 1.046, 0.075)
O (-1.188, -1.681, -0.050)
O (-3.005, -0.215, -0.310)

- SMILES string: N[C@@H](C(=O)O)c1nnn[nH]1
- Strongest force on any atom: 0.203 hartree/bohr
- Charge: 0
- HOMO energy: -10.6 eV
- Energy above the lowest of the compared OMol25 structures with the same formula, charge and spin: 80.89 kcal per mole

Atomic partial charges in e from the natural (NBO) method, atoms 1 to 5:
1 C -0.193
2 C 0.732
3 C 0.393
4 H 0.376
5 H 0.445